a.
C4H8NS | the ωB97M-V functional and the def2-TZVPD basis

Structure (ORCA input):
```
! wB97M-V def2-TZVPD RIJCOSX def2/J DEFGRID3
* xyz 1 1
S 2.167 -0.673 -0.006
N 0.334 -0.892 1.441
C 0.882 2.057 -1.016
C 0.862 0.261 0.599
C 1.399 -1.791 1.010
C 0.315 1.336 -0.040
H -1.055 -1.498 -0.978
H 0.573 -0.591 2.430
H -0.644 -1.190 1.039
H 0.240 2.677 -1.654
H -1.637 -1.899 -0.627
H -0.702 1.447 0.263
H 1.843 1.715 -1.379
H 1.843 -2.599 1.511
*
```

The HOMO-LUMO gap (alpha / beta) is 7.277 / 7.580 eV. The HOMO energy (alpha / beta) is -12.71 / -12.74 eV.

=====

b.
C4H8NS | the ωB97M-V functional and the def2-TZVPD basis

Structure (ORCA input):
```
! wB97M-V def2-TZVPD RIJCOSX def2/J DEFGRID3
* xyz 1 1
S 3.203 0.461 -1.073
N -0.906 0.185 0.266
C -2.127 0.382 0.980
C -1.348 -0.824 1.232
C 0.028 0.554 -0.476
C 1.886 -0.562 -0.978
H 2.067 -1.162 -0.142
H -3.173 0.485 0.493
H -1.548 -1.769 0.991
H -2.053 1.083 1.793
H 0.055 1.516 -1.045
H -0.766 -0.760 2.114
H 1.528 -0.753 -1.998
H 3.152 1.163 -2.156
*
```

The HOMO-LUMO gap is 9.225 eV. The HOMO energy is -13.11 eV.

=====

Which one sits at the bottom of the stability order? a does.